C3H6BrF2N in the gas phase, computed with ωB97M-V/def2-TZVPD.

Geometry as XYZ:
```
13
Properties=species:S:1:pos:R:3:nbo_charge:R:1
C -1.3555 -0.8822 0.0374 -0.68
C 0.1419 -0.8222 -0.0154 0.65
F 0.7145 -1.7783 0.8172 -0.34
F 0.5156 -1.1019 -1.2719 -0.33
C 0.6881 0.6059 0.4164 0.13
N 0.0623 1.6290 -0.3158 -0.80
Br 3.1012 0.5133 0.1464 -0.36
H -1.6422 -1.6825 -0.5810 0.24
H -1.5668 -1.0724 1.1354 0.24
H -1.8165 0.0574 -0.2549 0.23
H 0.8282 0.7438 1.4185 0.21
H 0.4736 2.5765 -0.2874 0.42
H -0.1444 1.2138 -1.2449 0.39
```

The total charge is 0. As for the LUMO energy: -0.206 eV. The relative energy (zero: lowest compared OMol25 entry of this formula, charge and spin) comes out at 49.43 kJ/mol. For the total energy, the calculation gives -2946.39211 Ha.



A molecular structure, C3H6BrF2NO2S, computed with ωB97M-V/def2-TZVPD.

Geometry as XYZ:
```
16
Properties=species:S:1:pos:R:3:nbo_charge:R:1
O 1.3855 1.0587 1.3072 -0.89
S 0.0936 1.5538 1.6043 2.53
O -0.2639 2.0860 2.8621 -0.88
F -0.1834 2.6931 0.5560 -0.49
N -0.9990 0.4070 1.1475 -0.75
Br -2.7683 0.9603 1.4693 0.25
C -0.8398 -0.1724 -0.2130 -0.24
C 0.2937 -1.2025 -0.2894 -0.46
C 1.0530 -1.1077 -1.5905 0.06
F 1.6470 0.1396 -1.7155 -0.37
H -0.7064 0.6205 -0.9539 0.21
H -1.7939 -0.6522 -0.4159 0.22
H 0.9743 -1.0710 0.5490 0.25
H -0.1183 -2.2128 -0.2295 0.22
H 1.8398 -1.8620 -1.6396 0.17
H 0.3864 -1.2384 -2.4480 0.16
```

The total charge is 0. As for the LUMO energy: -0.421 eV. For the total energy, the calculation gives -3495.03297 Ha.



C3H6BrF2OP in the gas phase, computed with ωB97M-V/def2-TZVPD.

Geometry as XYZ:
```
14
Properties=species:S:1:pos:R:3:nbo_charge:R:1
C 1.8896 -0.4801 0.8620 -0.65
C 1.3651 -0.3160 -0.5322 -0.07
O -0.0420 -0.2432 -0.6294 -0.79
P -0.7148 1.0232 0.0816 1.39
F -1.1717 0.3842 1.5022 -0.58
C -2.3227 0.6060 -0.6807 -0.17
F -3.4269 1.2916 -0.2219 -0.35
Br -2.8822 -1.2562 -0.2865 -0.01
H 1.7871 0.4831 1.2671 0.21
H 1.4143 -1.1871 1.5127 0.23
H 3.0206 -0.5962 0.9254 0.23
H 1.5160 -1.0952 -1.2866 0.21
H 1.8528 0.7022 -0.7959 0.17
H -2.2854 0.6836 -1.7179 0.19
```

The total charge is 0. As for the LUMO energy: 0.444 eV. The relative energy (zero: lowest compared OMol25 entry of this formula, charge and spin) comes out at 0.00 kJ/mol. For the total energy, the calculation gives -3308.25301 Ha.



A gas-phase ion, C3H6BrFN3 (charge +1), computed with ωB97M-V/def2-TZVPD.

Geometry as XYZ:
```
14
Properties=species:S:1:pos:R:3:nbo_charge:R:1
C -1.1366 -0.3975 -1.2815 -0.45
N -0.1029 -0.7382 -0.4149 -0.30
C -0.3293 -0.8772 0.9208 0.65
F -1.5137 -0.8021 1.3645 -0.24
N 0.9524 0.1113 -0.7530 -0.38
C 1.3097 0.9667 0.2535 0.31
N 0.7067 0.8027 1.4051 -0.56
Br 0.5425 1.9397 2.8147 0.39
H -1.2948 0.7929 -1.2898 0.21
H -1.0030 -0.6781 -2.3421 0.25
H -2.1447 -0.8522 -0.9314 0.25
H 0.2626 -1.6873 1.4343 0.21
H 1.6721 -0.2437 -1.2816 0.42
H 2.0789 1.6629 0.1015 0.24
```

The total charge is +1. As for the LUMO energy: -4.499 eV. For the total energy, the calculation gives -2955.66836 Ha.



A molecular structure, C3H6BrIO, computed with ωB97M-V/def2-TZVPD.

Geometry as XYZ:
```
12
Properties=species:S:1:pos:R:3:nbo_charge:R:1
C -0.9451 -1.0323 -0.2522 -0.74
C 0.3824 -0.7083 0.4640 0.12
C 1.0260 1.3097 -0.6715 -0.45
O 0.3680 -0.2364 1.7328 -0.67
Br 0.4009 1.4007 -2.4527 0.10
I 0.1776 2.7264 0.7038 0.15
H -1.5422 -1.7278 0.4112 0.21
H -1.6156 -0.0802 -0.3658 0.21
H -1.0267 -1.6862 -1.1511 0.25
H 1.1282 -1.5105 0.3968 0.15
H 2.1415 1.4991 -0.7426 0.19
H -0.4951 0.0457 1.9273 0.47
```

The total charge is 0. As for the LUMO energy (spin up / spin down): 0.131 / -1.837 eV. The relative energy (zero: lowest compared OMol25 entry of this formula, charge and spin) comes out at 12.59 kJ/mol. Its multiplicity is 3. For the total energy, the calculation gives -3064.65311 Ha.



A gas-phase ion, C3H6BrN2S (charge +1), computed with ωB97M-V/def2-TZVPD.

Geometry as XYZ:
```
13
Properties=species:S:1:pos:R:3:nbo_charge:R:1
N -2.4860 1.6951 -1.1421 -0.77
C -2.0377 0.5918 -0.6127 0.42
Br -2.9989 0.0267 0.8655 0.20
N -0.9701 -0.0136 -0.9497 -0.40
C 0.0260 -0.7808 -0.9100 0.30
C 1.2422 -0.3958 -0.0905 -0.55
S 0.3492 -0.3364 1.6445 -0.02
H -1.9250 2.4856 -1.4499 0.44
H -3.4624 1.8693 -1.2024 0.43
H 0.1309 -1.7198 -1.3607 0.23
H 2.0496 -1.1755 -0.0383 0.28
H 1.3895 0.7299 -0.3761 0.28
H 0.6713 -1.6034 2.0372 0.16
```

The total charge is +1. As for the LUMO energy: -4.894 eV. The relative energy (zero: lowest compared OMol25 entry of this formula, charge and spin) comes out at 187.66 kJ/mol. For the total energy, the calculation gives -3199.30544 Ha.



2 unconnected molecules or ions with the total composition C3H6BrN4O2, computed with ωB97M-V/def2-TZVPD.

Geometry as XYZ:
```
16
Properties=species:S:1:pos:R:3:nbo_charge:R:1
C -0.5983 -0.9313 -0.1028 0.43
C 1.0107 0.0401 -1.1168 -0.22
C -1.7816 1.4939 0.4667 -0.47
N 0.5016 -1.1703 -0.6919 -0.26
N -0.8104 0.6978 -0.0955 -0.01
N -1.5522 -1.7910 0.6237 0.52
N 0.2286 1.1202 -0.6759 0.05
O -2.5704 -1.2506 0.8379 -0.31
O -1.1342 -2.8595 0.8913 -0.24
Br 4.4682 0.0165 0.6830 -0.21
H 2.1101 0.3246 -1.0176 0.34
H 0.9749 0.1641 -2.2589 0.34
H -2.5272 1.6177 -0.2619 0.27
H -2.2810 1.2304 1.4709 0.29
H -1.2777 2.4242 0.6986 0.26
H 5.2388 -1.1269 0.5493 0.22
```

The total charge is +1. As for the LUMO energy: -6.281 eV. The relative energy (zero: lowest compared OMol25 entry of this formula, charge and spin) comes out at 429.10 kJ/mol. For the total energy, the calculation gives -3060.94510 Ha.



A molecular structure, C3H6BrNO, computed with ωB97M-V/def2-TZVPD.

Geometry as XYZ:
```
12
Properties=species:S:1:pos:R:3:nbo_charge:R:1
C -0.5557 0.2637 -1.3671 -0.47
C -0.3191 -0.8939 1.1400 -0.63
C 0.4612 0.0763 0.2558 0.11
N 0.4021 1.3178 0.5458 0.03
O 1.1317 2.2893 0.2346 -0.31
Br 2.3334 -0.5893 -0.1780 -0.10
H 0.1942 0.3097 -2.0933 0.22
H -0.8909 -0.8028 -1.2853 0.22
H -1.2238 1.1851 -1.3556 0.24
H 0.2141 -0.7641 2.1250 0.24
H -0.4283 -1.8110 0.7230 0.22
H -1.3189 -0.5808 1.2551 0.23
```

The total charge is 0. As for the LUMO energy: -0.750 eV. The relative energy (zero: lowest compared OMol25 entry of this formula, charge and spin) comes out at 370.99 kJ/mol. For the total energy, the calculation gives -2821.75073 Ha.



2 unconnected molecules or ions with the total composition C3H6BrNO2S, computed with ωB97M-V/def2-TZVPD.

Geometry as XYZ:
```
14
Properties=species:S:1:pos:R:3:nbo_charge:R:1
C 0.3792 -1.1839 -1.0000 -1.04
S 0.7649 -0.0795 0.1016 2.19
N 2.3096 -0.4562 0.4842 -1.09
O 0.6522 1.3152 -0.1691 -0.94
O 0.1278 -0.1840 1.6763 -0.90
H -0.6845 -1.0747 -1.3012 0.24
H 0.6726 -2.0940 -0.6530 0.21
H 3.1066 0.1063 0.3437 0.43
H 2.4392 -1.5031 0.4435 0.41
H -0.3440 0.6250 1.8537 0.50
C -2.0011 1.9263 0.1247 -0.23
C -2.7234 1.0989 -0.3540 -0.21
Br -3.9207 -0.2827 -0.2648 0.17
H -1.3920 2.8005 0.3440 0.26
```

The total charge is 0. As for the LUMO energy: 0.404 eV. The relative energy (zero: lowest compared OMol25 entry of this formula, charge and spin) comes out at 357.95 kJ/mol. For the total energy, the calculation gives -3295.13873 Ha.



C3H6BrNSi in the gas phase, computed with ωB97M-V/def2-TZVPD.

Geometry as XYZ:
```
12
Properties=species:S:1:pos:R:3:nbo_charge:R:1
C -1.2429 -0.6074 -1.0142 -1.11
Si 0.2911 0.1927 -0.2997 1.44
C 1.0336 -0.6018 1.2598 -1.13
Br 1.9630 0.3373 -1.7899 -0.30
C -0.2757 1.9172 0.0272 -0.17
N -0.6432 2.9272 0.4181 -0.27
H -1.2242 -1.6595 -1.1524 0.25
H -1.9390 -0.3032 -0.2770 0.24
H -1.6258 -0.0298 -1.9771 0.26
H 2.1902 -0.4654 1.2345 0.27
H 0.5769 -0.0031 2.0954 0.25
H 0.8961 -1.7042 1.4752 0.27
```

The total charge is 0. As for the LUMO energy: 0.624 eV. The relative energy (zero: lowest compared OMol25 entry of this formula, charge and spin) comes out at 0.00 kJ/mol. For the total energy, the calculation gives -3036.22779 Ha.